1.
Entry from the OMol25 dataset: 3 unconnected molecules or ions with the total composition C15H34F3INO6 (wB97M-V/def2-TZVPD).

```
60
C15H34F3INO6, DFT wB97M-V/def2-TZVPD
F -3.663 3.479 4.869
C -2.724 3.585 5.832
F -2.504 2.363 6.362
F -3.210 4.392 6.800
C -1.459 4.132 5.209
C -0.329 4.321 6.209
N -0.049 5.789 6.477
I -0.920 6.549 8.232
H -1.186 3.461 4.404
H -1.719 5.078 4.743
H 0.602 3.884 5.877
H -0.581 3.866 7.157
H 0.953 5.948 6.530
H -0.390 6.366 5.712
C 1.201 2.625 -1.069
O -0.013 2.128 -0.546
C -0.556 1.024 -1.251
C -0.971 -0.126 -0.355
O 0.074 -0.803 0.332
C 0.767 -0.124 1.361
C -0.022 0.158 2.624
O -1.044 1.126 2.441
C -2.297 0.791 3.003
H 1.019 3.354 -1.865
H 1.736 3.122 -0.257
H 1.835 1.823 -1.455
H 0.153 0.661 -2.000
H -1.455 1.362 -1.781
H -1.404 -0.882 -1.015
H -1.760 0.170 0.338
H 1.256 0.778 0.991
H 1.560 -0.817 1.652
H 0.686 0.539 3.372
H -0.441 -0.778 3.006
H -2.496 -0.282 2.962
H -3.070 1.311 2.436
H -2.348 1.125 4.046
C 2.364 -0.721 -4.411
O 2.304 -2.033 -3.901
C 1.395 -2.226 -2.833
C 0.481 -3.417 -3.033
O -0.456 -3.308 -4.088
C -0.025 -3.426 -5.433
C 0.364 -4.818 -5.884
O 1.555 -5.279 -5.274
C 1.506 -6.598 -4.775
H 3.065 -0.105 -3.836
H 2.718 -0.778 -5.441
H 1.380 -0.241 -4.413
H 0.788 -1.330 -2.668
H 1.975 -2.405 -1.919
H -0.132 -3.481 -2.129
H 1.051 -4.346 -3.093
H 0.758 -2.704 -5.670
H -0.903 -3.150 -6.022
H 0.522 -4.780 -6.969
H -0.465 -5.506 -5.690
H 0.527 -6.833 -4.346
H 2.258 -6.686 -3.992
H 1.736 -7.326 -5.561
```

Properties
F_max   0.767 eV/A
Total charge   +1
2S+1   1
E_LUMO   -6.00 eV

=====

2.
Entry from the OMol25 dataset: a molecular structure, C34H26Cl5N4OsPS in a non-equilibrium geometry (wB97M-V/def2-TZVPD).

```
72
C34H26Cl5N4OsPS, DFT wB97M-V/def2-TZVPD
Os -0.996 -0.027 0.302
C -2.470 -3.827 -1.913
C -2.296 -4.924 -1.194
C -1.651 -4.418 0.024
C -1.236 -3.052 0.337
N -1.295 -1.858 -0.426
C -1.891 -1.624 -1.566
C -0.701 -2.683 1.657
C -0.459 -3.595 2.683
C 0.024 -3.161 3.898
C 0.280 -1.807 4.092
C 0.021 -0.938 3.066
N -0.466 -1.346 1.876
H -2.812 -3.286 -3.660
H -2.589 -5.937 -1.414
H -1.464 -5.145 0.805
H -1.372 -2.846 -3.045
H -0.656 -4.644 2.529
H 0.197 -3.869 4.696
H 0.664 -1.433 5.029
H 0.176 0.127 3.178
Cl -3.193 2.092 -2.554
C -2.756 0.447 -2.556
C -1.929 -0.113 -1.585
C -4.019 -2.172 -2.485
Cl -2.533 -2.498 -2.643
C -4.786 -1.275 -2.976
Cl -6.316 -0.688 -2.840
C -3.427 -0.454 -3.860
Cl -3.824 0.353 -5.301
C -2.339 -1.491 -3.802
Cl -0.991 -1.395 -4.804
C 0.253 4.187 5.159
C -0.269 4.217 3.760
C -0.380 5.410 3.042
C -0.890 5.345 1.761
N -1.281 4.187 1.215
C -1.150 3.133 1.983
S -1.859 1.613 1.346
N -0.653 3.064 3.201
H -0.404 4.769 5.807
H 1.241 4.646 5.210
H 0.300 3.167 5.530
H -0.083 6.352 3.481
H -1.007 6.229 1.146
C 1.546 2.254 0.817
P 1.069 0.825 -0.171
C 1.356 1.303 -1.883
C 1.369 0.318 -2.871
C 1.681 0.651 -4.177
C 1.976 1.968 -4.508
C 1.959 2.950 -3.531
C 1.643 2.625 -2.220
C 2.266 -0.481 0.216
C 2.039 -1.788 -0.223
C 2.968 -2.782 0.031
C 4.130 -2.485 0.732
C 4.359 -1.192 1.176
C 3.432 -0.191 0.922
H 2.554 2.569 0.545
H 1.505 2.002 1.875
H 0.852 3.065 0.609
H 1.146 -0.710 -2.617
H 1.698 -0.116 -4.939
H 2.217 2.227 -5.530
H 2.198 3.974 -3.785
H 1.635 3.407 -1.474
H 1.136 -2.029 -0.768
H 2.789 -3.789 -0.322
H 4.857 -3.261 0.930
H 5.266 -0.956 1.715
H 3.636 0.813 1.269
```

Properties
F_max   10.860 eV/A
Total charge   +2
2S+1   1
E_LUMO (alpha / beta)   -7.48 / -7.49 eV

=====

3.
Entry from the OMol25 dataset: a single C5H7N3 molecule in a non-equilibrium geometry (wB97M-V/def2-TZVPD).

```
15
C5H7N3, DFT wB97M-V/def2-TZVPD
C -1.454 0.633 1.592
N -1.186 0.415 0.099
C -0.014 0.873 -0.453
C 0.685 0.469 -1.765
N 1.378 -0.573 -2.021
N 1.919 -1.303 -0.882
C 0.991 -1.346 0.098
C -0.205 -0.529 -0.170
H -1.707 1.809 1.737
H -0.491 0.580 2.277
H -2.044 -0.165 2.142
H 0.835 1.502 0.094
H 0.770 0.863 -2.732
H 1.106 -1.887 0.960
H -0.583 -1.341 -0.975
```

Properties
F_max   7.489 eV/A
Energy above the lowest of the compared OMol25 structures with the same formula, charge and spin   887.93 kJ/mol
2S+1   1
Structure (SMILES)   CN1[C@@H]2C=NN=C[C@H]21
E_LUMO   0.54 eV

=====

4.
Entry from the OMol25 dataset: 2 unconnected molecules or ions with the total composition C14H16 in a non-equilibrium geometry (wB97M-V/def2-TZVPD).

```
30
C14H16, DFT wB97M-V/def2-TZVPD
C 4.258 -2.770 -0.122
C 2.867 -2.530 -0.606
C 2.089 -1.446 -0.141
C 0.917 -1.163 -0.811
C 0.258 -2.204 -1.516
C 0.999 -3.266 -1.962
C 2.283 -3.457 -1.440
H 4.871 -1.881 0.124
H 4.804 -3.357 -0.876
H 4.418 -3.350 0.796
H 2.603 -0.814 0.569
H 0.315 -0.314 -0.504
H -0.785 -2.110 -1.766
H 0.623 -4.173 -2.460
H 2.891 -4.294 -1.750
C -3.191 4.296 0.019
C -2.528 3.057 0.556
C -1.314 2.574 0.005
C -0.676 1.491 0.559
C -1.238 0.845 1.672
C -2.480 1.246 2.161
C -3.158 2.320 1.527
H -3.211 4.644 -1.000
H -2.872 5.111 0.671
H -4.276 4.094 0.152
H -0.909 2.998 -0.905
H 0.226 1.166 0.074
H -0.694 0.043 2.159
H -2.950 0.658 2.930
H -4.136 2.583 1.882
```

Properties
F_max   2.542 eV/A
Energy above the lowest of the compared OMol25 structures with the same formula, charge and spin   125.07 kJ/mol
2S+1   1
Structure (SMILES)   Cc1ccccc1.Cc1ccccc1
E_LUMO   0.96 eV

=====

5.
Entry from the OMol25 dataset: 6 unconnected molecules or ions with the total composition H10O4S2 in a non-equilibrium geometry (wB97M-V/def2-TZVPD).

```
16
H10O4S2, DFT wB97M-V/def2-TZVPD
S 2.261 1.061 -0.234
S -2.707 0.015 0.280
H 3.047 2.137 -0.158
H -3.990 0.330 0.463
H -1.226 0.788 -1.369
H 0.057 1.299 -1.974
O -0.754 0.878 -2.162
H 0.443 1.149 1.511
H -0.945 1.249 1.770
O -0.196 1.546 2.100
H -2.165 -1.999 -0.127
H -1.191 -2.582 -1.087
O -1.730 -2.904 -0.433
H 3.364 -0.687 0.176
H 2.975 -1.758 1.088
O 3.526 -1.664 0.366
```

Properties
<S²>   1.755
F_max   6.600 eV/A
Total charge   +1
Energy above the lowest of the compared OMol25 structures with the same formula, charge and spin   591.85 kJ/mol
2S+1   2
E_LUMO (alpha / beta)   -11.55 / -8.62 eV

=====

6.
Entry from the OMol25 dataset: a gas-phase ion, C2H3O2 (charge -1) (wB97M-V/def2-TZVPD).

```
7
C2H3O2, DFT wB97M-V/def2-TZVPD
C -0.103 0.441 0.442
C 0.130 -0.655 -0.634
O 0.376 -0.182 -1.769
O 0.049 -1.835 -0.224
H 0.462 0.292 1.371
H 0.219 1.388 0.013
H -1.133 0.551 0.801
```

Properties
F_max   0.847 eV/A
Total charge   -1
Energy above the lowest of the compared OMol25 structures with the same formula, charge and spin   4.72 kJ/mol
2S+1   1
Structure (SMILES)   CC(=O)[O-]
E_LUMO   4.77 eV